This record from OMol25 describes a molecular structure, C13H15CoN2O6. The level of theory is ωB97M-V with the def2-TZVPD basis set.

Computed properties:
HOMO (spin up / spin down)   -4.860 / -4.757 eV
2S+1   2
Energy   -2448.25554 Eh
Gap between HOMO and LUMO (spin up / spin down)   0.27914 / 0.27536 Ha
Energy relative to the best compared isomer or geometry (same formula, charge and spin)   0.0 kcal per mole
Total charge   -1

Each line ends with the Mulliken spin population.
Geometry (Å):
1 Co -0.7868 0.8289 -1.2683  1.024
2 N 0.9507 1.2917 -2.2165  -0.019
3 C 0.6413 1.9370 -3.5082  0.004
4 C -0.7852 2.5177 -3.5068  0.010
5 O -1.1018 3.3664 -4.3452  0.013
6 N -1.5336 1.9480 -2.5764  -0.050
7 C -2.9192 2.2866 -2.3657  0.000
8 C -3.4313 1.4930 -1.1476  0.000
9 O -4.6033 1.6043 -0.8104  -0.001
10 O -2.5695 0.7001 -0.5980  -0.008
11 H 1.3113 1.9644 -1.5477  0.002
12 H 1.6225 0.5394 -2.2971  0.003
13 H 0.6698 1.1741 -4.2877  -0.001
14 H 1.3560 2.7166 -3.7768  0.000
15 H -3.5420 2.0271 -3.2282  0.000
16 H -3.0659 3.3560 -2.1867  0.001
17 C 0.9566 -5.2427 1.4429  0.000
18 O 1.2486 -4.2939 2.4454  0.000
19 C 1.0397 -2.9829 2.1348  0.000
20 C 1.3041 -2.0753 3.1839  -0.001
21 C 1.1157 -0.7445 2.9527  0.002
22 C 0.6663 -0.2201 1.7173  -0.012
23 C 0.5189 1.2016 1.5266  -0.001
24 C 0.9030 2.2010 2.6052  0.007
25 O 0.0926 1.7220 0.4893  0.017
26 C 0.3872 -1.1498 0.6487  -0.001
27 O -0.0191 -0.8445 -0.5146  0.013
28 C 0.6052 -2.5418 0.9181  0.000
29 H 1.1563 -6.2176 1.8819  0.000
30 H 1.5915 -5.1025 0.5635  0.000
31 H -0.0911 -5.1873 1.1361  0.000
32 H 1.6390 -2.4527 4.1397  0.000
33 H 1.3174 -0.0679 3.7702  0.000
34 H 1.2039 1.7869 3.5608  -0.001
35 H 0.0502 2.8631 2.7514  0.000
36 H 1.7200 2.8087 2.2132  0.000
37 H 0.3805 -3.2114 0.1003  0.001